{
  "formula": "C20H33AsN7O5S4Tc",
  "method": "the ωB97M-V functional and the def2-TZVPD basis",
  "symbols": ["Tc", "N", "N", "C", "O", "O", "H", "H", "H", "S", "As", "S", "S", "S", "C", "N", "C", "C", "C", "O", "H", "H", "H", "H", "H", "H", "H", "H", "H", "C", "C", "C", "C", "N", "C", "N", "N", "N", "H", "H", "H", "H", "H", "H", "H", "H", "H", "H", "C", "C", "C", "C", "C", "C", "C", "C", "C", "C", "O", "O", "H", "H", "H", "H", "H", "H", "H", "H", "H", "H", "H"],
  "xyz": [[0.420, -0.350, 0.476], [-1.301, -1.941, 0.207], [-0.689, -3.128, -0.163], [0.668, -3.140, -0.154], [1.190, -4.320, -0.271], [1.319, -2.076, 0.071], [-1.862, -2.041, 1.027], [-1.983, -1.590, -0.487], [-1.261, -3.919, -0.463], [1.416, -2.129, -3.637], [3.369, -2.536, -3.593], [2.331, 0.581, 0.411], [1.815, -4.882, -1.797], [3.702, -4.057, -2.058], [-3.386, 2.003, -0.651], [-2.623, 2.736, 0.340], [-3.343, 3.813, 1.054], [-1.549, 2.165, 0.917], [-0.749, 2.870, 1.970], [-1.323, 1.010, 0.509], [-2.779, 1.681, -1.522], [-4.289, 2.623, -0.931], [-3.742, 1.062, -0.224], [-2.704, 4.294, 1.816], [-4.186, 3.365, 1.641], [-3.609, 4.590, 0.330], [0.258, 2.504, 2.046], [-1.145, 2.773, 2.959], [-0.703, 3.911, 1.641], [-2.139, -2.958, 6.353], [-0.623, -3.114, 6.361], [-0.132, -4.163, 5.381], [0.008, -1.767, 6.046], [-0.173, -1.370, 4.658], [0.746, -1.270, 3.644], [0.065, -0.807, 2.615], [-1.209, -0.655, 3.050], [-1.351, -1.057, 4.265], [-2.678, -3.729, 6.820], [-2.422, -2.946, 5.294], [-2.615, -2.050, 6.768], [-0.374, -3.391, 7.361], [-0.422, -3.845, 4.380], [-0.722, -5.015, 5.663], [0.948, -4.351, 5.466], [1.039, -1.914, 6.214], [-0.390, -0.945, 6.697], [1.842, -1.257, 3.918], [1.564, 3.270, -7.269], [1.584, 2.510, -5.971], [2.765, 2.435, -5.213], [2.785, 1.851, -3.971], [4.127, 1.719, -3.292], [1.653, 1.274, -3.403], [0.432, 1.291, -4.224], [-0.940, 0.687, -3.858], [0.442, 1.893, -5.453], [1.645, 0.814, -2.042], [2.668, 1.146, -1.191], [0.645, 0.249, -1.569], [1.661, 2.581, -8.135], [2.451, 3.936, -7.268], [0.635, 3.859, -7.440], [3.734, 2.800, -5.508], [4.875, 1.600, -4.046], [4.263, 0.812, -2.719], [4.499, 2.503, -2.633], [-0.766, -0.313, -3.440], [-1.502, 0.695, -4.827], [-1.366, 1.136, -2.892], [-0.515, 1.984, -6.053]],
  "forces_ev_per_angstrom": [[-0.9, 2.2, -0.5], [-0.5, 1.4, -1.0], [0.2, -0.3, -0.2], [-0.8, 1.6, 0.3], [0.8, -0.5, -0.4], [-0.4, -2.9, -0.4], [-0.1, -0.3, 1.1], [0.8, -0.3, -0.1], [0.5, 0.2, 0.2], [-0.6, 0.1, -0.1], [0.5, 1.0, -1.0], [0.4, 0.6, 1.0], [1.1, 0.2, 0.1], [-1.1, -1.5, 1.1], [-0.9, -0.2, -0.5], [0.6, 0.9, 1.5], [0.2, 0.0, 0.6], [-1.5, 0.1, -0.4], [0.1, 0.6, -1.1], [2.2, -1.9, -0.3], [-0.4, 0.7, 0.5], [1.2, -0.7, 0.1], [-0.2, 0.1, 0.1], [-0.2, -0.3, -0.6], [0.4, 0.6, -0.9], [-0.4, -0.3, 0.3], [0.5, -0.4, -0.4], [-0.7, 0.1, 0.5], [0.1, 0.0, 0.5], [-0.5, 0.9, -1.5], [-1.0, 1.1, -0.1], [-0.4, 0.4, 0.6], [-0.5, 0.3, 1.2], [2.5, -0.9, 0.7], [0.3, 0.8, 2.2], [0.3, 0.1, 0.1], [-1.3, -0.4, -1.3], [-0.4, 1.4, -1.8], [-0.4, -1.5, 0.6], [-0.4, -0.1, 0.2], [0.9, -0.1, 0.0], [0.7, 0.0, 0.7], [0.2, -0.3, -0.2], [0.2, -0.9, -0.4], [-0.4, 0.0, -0.1], [1.4, 0.4, 0.1], [0.4, -0.7, -0.6], [-1.4, -0.5, -1.0], [0.3, 0.1, -0.4], [0.7, 0.3, 0.2], [-0.7, -0.1, -0.3], [0.9, -0.5, 1.1], [0.7, -0.3, 0.0], [-1.5, 0.5, -1.5], [-0.3, -0.6, 1.5], [1.1, 0.1, 1.2], [-0.6, 0.7, -1.1], [0.0, 0.9, 0.8], [-1.8, -1.1, -0.5], [-0.7, -0.8, 0.2], [0.0, 0.3, 0.5], [-0.7, -0.2, -0.3], [0.6, -0.4, 0.3], [-0.1, 0.4, -0.7], [0.5, 0.3, -0.8], [-0.4, -0.3, 0.2], [-0.5, 0.4, -0.1], [-0.2, -0.2, -0.8], [-0.2, -0.1, 1.6], [0.1, 0.1, -1.9], [1.3, -0.3, 0.8]],
  "spin_multiplicity": 1,
  "total_charge": 2,
  "lumo_energy_ev": [-6.5, -6.5],
  "orbital_gap_ev": [7.0, 6.9]
}

{
  "formula": "CHFNO3S",
  "method": "the ωB97M-V functional and the def2-TZVPD basis",
  "symbols": ["C", "N", "O", "O", "O", "F", "S", "H"],
  "xyz": [[-1.185, 0.590, 0.018], [-1.609, 1.515, -0.751], [2.151, -0.177, 1.199], [1.473, -0.772, -1.162], [0.988, -2.327, 0.753], [-2.125, 0.166, 1.047], [1.349, -0.999, 0.266], [-1.042, 2.004, -1.370]],
  "forces_ev_per_angstrom": [[-4.2, 2.7, -0.3], [-0.1, -3.3, 3.6], [1.2, -0.5, -0.6], [1.4, -0.4, -1.4], [1.1, -1.3, -0.3], [2.2, 0.4, -2.1], [-3.1, 1.9, 2.5], [1.6, 0.5, -1.4]],
  "spin_multiplicity": 3,
  "total_charge": -1,
  "lumo_energy_ev": [4.1, 1.5],
  "s2": 2.008,
  "orbital_gap_ev": [6.1, 6.8]
}

{
  "formula": "C6H13NO4S",
  "method": "the ωB97M-V functional and the def2-TZVPD basis",
  "symbols": ["C", "C", "O", "C", "C", "S", "C", "O", "O", "H", "H", "H", "H", "H", "H", "H", "H", "H", "H", "N", "C", "O", "H", "H", "H"],
  "xyz": [[-3.308, 0.957, 0.136], [-2.666, -0.204, 0.844], [-1.304, -0.468, 0.401], [-0.401, 0.600, 0.415], [0.920, 0.538, 0.181], [1.575, -1.039, -0.115], [0.640, -2.764, -0.005], [2.284, -1.157, -1.384], [2.565, -1.341, 1.043], [-2.880, 1.819, 0.495], [-2.997, 0.825, -0.960], [-4.442, 0.815, 0.220], [-3.290, -1.158, 0.728], [-2.739, -0.228, 1.978], [-0.792, 1.648, 0.442], [0.267, -2.701, -1.071], [1.327, -3.519, 0.116], [-0.155, -2.466, 0.675], [3.093, -0.495, 1.113], [3.555, 1.331, -1.015], [3.582, 1.580, 0.275], [3.939, 0.777, 1.159], [3.305, 0.383, -1.230], [3.105, 2.053, -1.521], [3.498, 2.478, 0.653]],
  "forces_ev_per_angstrom": [[-1.3, -3.1, -2.1], [-0.6, -2.3, 1.5], [-0.3, 0.8, 0.4], [-0.1, 0.5, -0.7], [-0.5, -1.5, 0.0], [-0.9, -2.8, 0.1], [-1.7, 5.2, -2.4], [-0.3, 0.7, 0.0], [-0.6, 0.0, 0.1], [0.2, 2.4, 0.7], [-0.7, 0.4, 1.4], [1.6, 0.8, 0.0], [1.2, 1.0, -0.9], [0.6, 1.0, -1.0], [-0.2, -1.2, 0.4], [0.1, -0.6, 1.2], [1.5, -1.6, 0.8], [0.1, -1.0, 0.2], [1.1, 0.5, 0.7], [0.1, 0.4, 0.1], [2.4, -4.3, 0.7], [-0.6, -0.5, -0.5], [0.1, -0.6, -0.8], [-0.4, 0.4, -0.8], [-1.0, 5.4, 1.0]],
  "spin_multiplicity": 1,
  "lumo_energy_ev": 0.7,
  "smiles": "CCOC=C=[S@@](C)(=O)O.NC=O",
  "orbital_gap_ev": 9.5
}

{
  "formula": "C9H17N2",
  "method": "the ωB97M-V functional and the def2-TZVPD basis",
  "symbols": ["C", "C", "C", "C", "C", "N", "C", "C", "C", "N", "C", "H", "H", "H", "H", "H", "H", "H", "H", "H", "H", "H", "H", "H", "H", "H", "H", "H"],
  "xyz": [[3.423, 0.461, -0.858], [2.281, -0.344, -1.227], [1.171, -0.340, -0.072], [-0.169, -0.231, -0.839], [-1.348, 0.569, -0.135], [-1.114, 0.987, 1.147], [-1.184, 2.355, 1.535], [-0.924, -0.141, 1.861], [-1.093, -1.324, 1.202], [-1.331, -0.874, -0.138], [-2.209, -1.796, -0.889], [4.083, 0.770, -1.654], [4.019, -0.033, -0.181], [3.101, 1.468, -0.589], [2.680, -1.350, -1.466], [1.897, -0.135, -2.272], [1.288, 0.536, 0.476], [1.152, -1.310, 0.419], [-0.188, -0.225, -1.900], [-2.114, 0.946, -0.760], [-1.702, 2.256, 2.527], [-0.193, 2.810, 1.578], [-1.870, 3.030, 0.921], [-0.556, -0.103, 2.862], [-1.577, -2.206, 1.412], [-2.506, -1.352, -1.813], [-1.837, -2.714, -0.766], [-3.180, -1.713, -0.382]],
  "forces_ev_per_angstrom": [[0.4, 3.1, -1.4], [-1.5, -2.1, -1.5], [-0.4, -1.6, -5.0], [-0.5, 1.2, 2.7], [1.5, -0.7, -2.9], [-0.3, -1.0, -1.0], [-1.4, 1.1, 1.7], [0.2, -1.2, 1.9], [0.3, 3.7, -0.3], [0.3, -2.3, -1.4], [-3.0, 4.8, 1.1], [0.3, -0.6, -0.8], [1.3, -0.6, 2.1], [0.0, 0.0, 1.0], [-0.5, 0.0, 0.8], [-0.1, 0.6, 1.3], [0.4, 1.1, 1.6], [0.4, 0.5, 0.6], [-0.3, -0.4, -0.6], [-0.5, 1.1, -0.3], [0.9, 1.0, -0.5], [-0.2, 0.1, 0.2], [0.9, -1.4, 0.4], [-0.3, 0.3, 0.8], [-0.1, -2.0, 1.2], [0.8, -0.4, -1.3], [1.5, -3.6, -0.5], [0.1, -0.5, 0.3]],
  "spin_multiplicity": 1,
  "total_charge": 1,
  "lumo_energy_ev": -2.7,
  "smiles": "CCC[C@@H]1[C@@H]2N(C)C=C[N@+]12C",
  "orbital_gap_ev": 9.8
}

{
  "formula": "C5H8ClN",
  "method": "the ωB97M-V functional and the def2-TZVPD basis",
  "symbols": ["C", "C", "C", "C", "C", "N", "Cl", "H", "H", "H", "H", "H", "H", "H", "H"],
  "xyz": [[-0.951, -0.779, -0.020], [-0.978, 0.463, 0.527], [-0.030, -1.731, 0.191], [0.209, 1.300, 0.794], [1.689, 0.083, -0.821], [0.996, 1.193, -0.480], [2.962, -0.235, 0.267], [-1.887, -0.931, -0.558], [-1.946, 1.133, 0.304], [0.581, -1.484, 1.038], [-0.061, -2.671, -0.469], [-0.150, 2.255, 1.041], [0.834, 0.893, 1.512], [1.602, -0.567, -1.579], [0.468, 1.485, -1.289]],
  "forces_ev_per_angstrom": [[-3.0, 0.1, -0.1], [-2.1, 3.6, -0.4], [1.0, -1.2, -1.8], [-1.5, -2.1, -0.7], [-0.2, 2.3, 4.5], [0.4, 0.0, -2.5], [0.9, -0.5, 0.4], [0.3, -0.7, -0.4], [2.1, -1.7, 0.4], [0.8, -0.9, 0.0], [0.4, 1.4, 1.7], [0.4, 1.5, 0.1], [1.4, -0.4, 1.7], [-0.5, -1.6, -3.0], [-0.5, 0.3, 0.2]],
  "spin_multiplicity": 1,
  "lumo_energy_ev": [0.6, 0.1],
  "orbital_gap_ev": [7.8, 7.0]
}

{
  "formula": "C9H14O2Si",
  "method": "the ωB97M-V functional and the def2-TZVPD basis",
  "symbols": ["C", "C", "C", "C", "C", "C", "C", "C", "C", "O", "O", "Si", "H", "H", "H", "H", "H", "H", "H", "H", "H", "H", "H", "H", "H", "H"],
  "xyz": [[-3.573, -0.187, 0.290], [-2.783, -1.194, 0.839], [-3.023, 0.792, -0.417], [-1.395, -1.305, 0.671], [-1.614, 0.693, -0.893], [-0.777, -0.388, -0.279], [2.282, 1.304, -1.065], [2.396, -1.640, -0.348], [1.628, 0.520, 1.946], [-1.148, -0.395, -1.622], [-1.098, 1.922, -1.335], [1.494, 0.038, 0.099], [-4.618, -0.219, 0.550], [-3.247, -1.803, 1.589], [-3.524, 1.567, -0.843], [-0.892, -2.027, 1.225], [3.324, 1.711, -0.773], [2.381, 0.916, -2.053], [1.618, 2.169, -1.034], [2.672, -2.345, 0.496], [1.730, -2.279, -1.054], [3.331, -1.422, -0.871], [2.674, 0.430, 2.276], [1.567, 1.587, 2.162], [1.066, -0.211, 2.468], [-0.471, 1.764, -2.025]],
  "forces_ev_per_angstrom": [[-0.7, 0.7, -0.2], [3.7, -1.7, 0.9], [2.1, -1.6, -1.1], [-4.2, 1.5, -1.0], [-0.2, 0.8, 0.7], [4.6, 1.0, 1.9], [0.8, 1.0, 1.5], [-1.2, -1.2, 0.1], [2.0, 0.4, -1.5], [-1.1, -0.7, -1.5], [-1.0, -0.1, 1.2], [-1.2, -1.3, -0.2], [-0.2, 0.4, -0.1], [-0.2, -0.6, 0.1], [-1.6, 2.3, -0.7], [1.1, -0.9, 0.9], [-1.6, -0.9, -0.1], [-0.1, -0.2, -0.8], [0.1, 0.2, -0.4], [-0.5, 1.0, -0.7], [1.1, 1.2, 1.0], [-0.1, 0.1, 0.0], [0.1, -0.7, -0.3], [-1.3, -0.1, 0.0], [-0.9, -0.1, 1.0], [0.6, -0.4, -0.7]],
  "spin_multiplicity": 1,
  "lumo_energy_ev": 0.4,
  "orbital_gap_ev": 8.9
}

For each record above, in turn, the calculated relative energy (zero: lowest compared OMol25 entry of this formula, charge and spin) values are 0.0; 16.4; 104.9; 104.9; 92.8; 106.8 kcal/mol.
For each record above, in turn, the calculated molecular weight values are 752.72; 126.09; 195.24; 153.25; 117.58; 182.30 g/mol.
For each record above, in turn, the calculated E_tot values are -5450.17138; -817.15206; -990.14186; -462.25597; -710.10448; -791.20359 a.u..